[1]
Computed, not measured: C30H32B3N4O9PSSi2 as an isolated structure in a non-equilibrium geometry, with ωB97M-V with the def2-TZVPD basis set.

Charge: 0

The geometry in XYZ format:
```
82
Properties=species:S:1:pos:R:3:forces:R:3:mulliken_charge:R:1
H 4.327 -0.080 9.568 -0.120 0.064 0.125 0.249
C -6.997 0.592 -7.377 0.111 -0.055 0.040 0.140
H 8.293 0.032 7.871 0.044 0.018 0.142 0.327
C -3.745 -3.343 -0.628 -0.026 -0.011 -0.042 -0.528
O -1.060 -1.942 -4.591 0.095 -0.034 -0.048 -0.720
O 7.585 3.131 5.786 0.209 -0.426 0.059 -0.465
H -2.003 -3.063 -7.730 0.013 -0.011 0.012 0.496
H -5.405 -2.063 -10.138 -0.057 0.055 0.000 0.493
N 5.285 0.250 9.535 0.115 -0.026 -0.271 -0.751
H -2.513 -2.484 0.905 0.059 0.049 0.011 0.491
B 1.559 0.758 4.504 0.203 0.513 -0.123 0.649
H -4.779 -4.072 -2.362 -0.017 -0.009 -0.003 0.426
H 2.043 0.171 8.783 0.136 0.232 0.001 0.027
Si 2.686 0.918 6.186 -0.079 -0.752 -0.864 0.029
C 0.283 -1.057 -2.868 -0.068 -0.044 0.086 0.427
O 5.668 3.043 4.427 0.445 -0.076 -0.387 -0.599
C 2.350 0.089 -3.284 0.019 0.018 0.040 -0.496
H 5.075 2.371 4.089 -0.391 -0.025 -0.025 0.279
C -6.297 0.690 -6.172 0.035 -0.067 -0.105 0.079
Si 5.656 0.968 6.510 0.781 -0.452 -0.346 -0.093
H 3.103 0.438 -3.976 0.012 0.015 -0.009 0.395
C -4.835 -1.962 -9.225 0.060 -0.070 -0.062 -0.691
O -0.446 -1.129 0.668 0.035 0.032 0.142 -0.714
H -3.130 -3.146 -3.954 0.051 0.033 -0.034 0.440
O 5.724 2.545 8.892 -0.232 0.348 -0.106 -0.595
C -5.293 -1.111 -8.229 -0.028 0.077 0.101 0.435
H -4.463 -3.753 0.069 -0.017 -0.005 0.009 0.397
O -4.459 -0.031 -4.883 0.006 -0.003 0.025 -0.672
C -3.657 -2.666 -9.044 0.039 -0.005 0.036 -0.515
C -0.905 -1.783 -3.398 -0.075 0.010 -0.032 0.470
C 8.221 -0.128 6.795 0.223 -0.021 -0.340 -0.117
C 2.489 0.335 -1.922 0.014 0.002 -0.044 -0.610
H -3.301 -3.327 -9.823 0.008 -0.010 -0.013 0.387
C -5.054 -0.102 -5.937 0.024 -0.009 0.047 0.553
C 0.431 -0.825 -1.499 -0.090 -0.064 -0.051 0.234
C 6.870 -0.487 6.270 0.017 0.421 0.328 -0.660
C -3.001 -3.009 -2.889 -0.083 -0.052 -0.019 -0.362
N 1.381 1.919 3.632 0.299 0.014 0.437 -0.593
H -9.460 2.820 -6.752 -0.017 0.009 0.003 0.401
H 8.015 3.447 4.987 0.069 0.543 -0.013 0.280
B 5.521 1.275 8.502 -0.212 -0.134 0.343 0.558
H 1.634 0.064 0.028 -0.051 -0.030 0.038 0.733
H 2.320 2.203 9.007 -0.072 0.019 0.205 0.247
C 1.533 -0.121 -1.032 0.088 0.048 0.019 -0.657
C -2.655 -2.635 -0.155 -0.084 -0.038 0.055 -0.631
C -0.572 -1.336 -0.521 0.007 0.020 0.018 0.409
H 1.127 -0.792 -4.813 -0.073 -0.028 -0.013 0.484
C -1.730 -2.110 -1.048 0.080 0.031 -0.085 0.327
H -8.237 2.972 -4.608 -0.009 0.014 0.009 0.401
C -4.571 -0.981 -7.040 -0.111 0.058 -0.038 0.085
C 1.248 -0.602 -3.756 0.078 0.048 -0.052 -0.557
H 3.591 3.794 6.545 -0.052 0.030 -0.307 0.044
H 3.347 0.882 -1.557 0.017 0.009 0.003 0.413
C -6.751 1.544 -5.176 -0.053 0.081 0.061 -0.483
O 4.225 0.483 5.742 -0.064 0.665 0.684 -0.271
C -6.547 -0.337 -8.455 -0.027 -0.016 -0.041 0.514
H -2.824 -1.571 -5.951 -0.015 0.036 0.045 0.900
H 9.111 -0.150 5.136 -0.006 -0.025 -0.085 0.240
H 5.829 -0.581 9.329 -0.023 -0.164 0.039 0.267
C -8.134 1.361 -7.581 -0.093 0.063 0.003 -0.550
N 9.287 0.022 6.126 -0.070 0.042 0.239 -0.679
H 1.413 3.589 6.326 0.155 0.083 -0.365 0.072
C -8.576 2.218 -6.589 0.008 0.015 0.049 -0.471
C -2.929 -2.522 -7.867 -0.026 -0.025 -0.078 -0.643
C -7.887 2.306 -5.384 -0.033 0.008 -0.030 -0.499
H 2.100 2.619 3.760 -0.048 0.197 0.003 0.220
H 5.546 2.648 9.836 0.154 0.055 0.166 0.279
H 6.943 -0.747 5.218 -0.108 -0.213 -0.157 0.454
N 2.307 3.122 8.589 0.177 -0.009 -0.325 -0.764
C -1.898 -2.308 -2.420 0.090 0.061 0.058 0.276
H 0.497 2.397 3.765 -0.203 -0.138 -0.401 0.224
O 0.991 -0.409 4.149 -0.102 -0.177 -0.002 -0.489
H 6.498 -1.326 6.858 -0.199 -0.223 -0.122 0.273
O -7.179 -0.452 -9.483 -0.009 0.002 -0.020 -0.664
P 2.506 3.029 7.019 -0.119 -0.067 1.327 0.429
C -3.921 -3.525 -1.995 -0.010 -0.005 0.048 -0.693
H -8.665 1.283 -8.519 0.033 -0.063 -0.043 0.475
B 6.403 2.544 5.481 -0.580 0.059 0.134 0.929
H 0.660 -0.326 3.243 -0.279 -0.222 -0.064 0.296
S 1.787 -0.402 7.603 -0.107 -0.198 -0.036 -0.274
H -6.206 1.607 -4.245 0.068 -0.044 -0.007 0.479
C -3.386 -1.684 -6.866 0.063 -0.049 0.022 -0.625
```
Positions in Å, forces in eV/Å.

[2]
Computed, not measured: C30H32BClI2N10NaO2 as an isolated structure in a non-equilibrium geometry, with ωB97M-V with the def2-TZVPD basis set.

ΔE to the lowest compared entry with this formula, charge and spin: 80.4 kJ/mol
Charge: -1

The geometry in XYZ format:
```
79
Properties=species:S:1:pos:R:3:forces:R:3:mulliken_charge:R:1
H -1.787 -3.764 2.504 -0.069 0.028 -0.017 0.335
C -0.210 3.976 0.265 -0.010 0.093 -1.003 0.957
C 0.994 -2.450 3.190 -0.205 -0.022 0.305 -1.407
C -2.194 -1.795 0.159 0.017 -0.207 -0.082 -0.100
H 3.877 -1.668 -2.875 0.203 -0.121 -0.050 -0.193
H -0.387 -3.278 -0.720 0.035 -0.072 0.060 0.089
C -1.635 1.763 3.635 0.289 0.029 -0.455 -0.216
C -0.261 4.255 -2.140 0.011 -0.340 -0.109 -1.006
H -2.498 1.495 5.573 -0.036 -0.039 0.061 0.385
C 2.889 2.545 -3.347 0.011 0.011 0.000 -0.178
H -2.152 2.698 3.466 0.015 0.054 -0.064 0.607
N -2.032 -3.121 0.530 0.189 -0.049 0.081 0.293
N 3.224 0.470 -3.009 0.330 -0.079 -0.474 -0.031
H -2.760 0.630 0.395 -0.003 0.078 -0.042 -0.209
H 1.577 -2.113 1.132 0.201 -0.117 -0.122 0.886
N 3.318 -0.802 -0.907 0.500 -0.560 0.031 0.675
H 2.023 -3.533 -2.339 0.257 -0.090 0.027 0.506
H 0.135 5.778 1.372 0.036 0.064 0.049 0.408
N 0.511 -0.546 1.829 0.124 0.045 -0.347 0.847
H -0.387 3.832 -3.127 0.059 -0.018 -0.011 0.393
C 4.270 -1.437 -0.207 0.109 -0.261 0.131 -0.315
I -4.196 0.666 -4.380 0.230 -0.053 0.091 -0.502
H 1.497 -3.404 3.276 0.020 0.005 -0.026 0.406
C -0.393 -0.698 4.067 0.096 0.181 -0.317 1.122
C 4.116 2.252 -3.950 0.216 -0.095 -0.095 -1.138
H -1.089 -4.824 -0.196 0.075 -0.014 0.037 0.380
C -0.195 -0.014 2.833 -0.341 -0.181 0.705 -0.101
C 0.035 5.349 0.384 0.019 -0.175 -0.065 -1.120
H -5.285 -2.163 0.968 -0.050 -0.046 -0.023 0.286
C 0.142 6.143 -0.730 0.008 -0.125 -0.049 0.114
C -0.786 1.273 2.654 -0.400 0.197 0.969 -0.369
H 4.875 -2.203 -0.656 0.048 -0.045 -0.109 0.494
H -3.321 -2.943 2.173 -0.017 0.003 0.009 0.399
N -3.463 -1.319 0.340 -0.089 0.028 0.015 0.357
C 4.267 -0.932 1.076 0.117 -0.045 0.029 -1.127
C -1.218 -0.131 5.058 -0.192 0.228 0.190 -0.926
C 4.287 0.908 -3.703 0.287 0.173 -0.321 -0.318
H -5.185 -1.735 -0.753 -0.008 -0.003 0.020 0.367
H -4.316 -3.154 -0.151 -0.082 -0.005 0.027 0.359
C -2.587 -3.630 1.764 -0.089 -0.069 0.064 -1.181
H 2.938 0.688 1.836 -0.144 0.130 0.153 0.576
H 2.373 3.488 -3.311 -0.129 0.080 0.094 0.433
C -4.625 -2.141 0.095 -0.051 -0.060 0.033 -1.156
C -3.708 0.105 0.317 0.083 0.133 0.143 -0.546
N 2.374 1.468 -2.784 -0.811 0.390 0.490 0.047
C 1.344 -2.788 -2.707 -0.110 -0.435 0.011 -0.499
C -0.316 3.197 1.460 -0.054 -0.550 0.794 -0.536
H -1.226 -1.291 -3.972 -0.167 0.208 0.058 0.438
N -0.560 1.945 1.491 0.126 0.342 -0.871 0.450
H -0.103 -3.866 0.938 -0.030 -0.041 -0.067 0.205
H -4.333 0.361 1.180 -0.035 0.084 -0.062 0.306
C -0.829 -3.809 0.119 0.004 0.071 -0.213 -0.998
H -4.215 0.413 -0.602 0.062 -0.007 0.025 0.231
O -1.282 -1.132 -0.305 0.149 0.137 -0.131 0.437
C -0.377 3.388 -1.028 0.311 1.687 0.443 0.384
N 1.657 -1.480 -2.704 0.141 -0.701 0.073 0.938
H 0.170 -2.467 5.167 -0.014 -0.024 0.021 0.401
H 4.875 -1.236 1.905 0.176 -0.007 0.123 0.433
H -0.470 -3.841 -3.383 -0.063 -0.114 0.005 0.439
C 0.078 -2.931 -3.227 0.146 -0.173 -0.007 -0.625
H 4.769 2.918 -4.483 0.084 0.021 -0.069 0.401
N 0.646 -0.772 -3.197 -0.571 0.850 -0.416 -0.674
I -1.994 1.484 -2.658 -1.373 -0.061 -0.927 0.113
B 3.057 -0.923 -2.424 0.044 0.394 0.214 -0.062
H -0.154 3.759 2.396 -0.060 -0.090 0.028 0.306
C 1.057 -1.717 1.991 -0.022 -0.002 -0.035 -0.480
C 0.263 -1.936 4.227 0.116 -0.120 -0.167 -1.054
N 2.708 0.103 -0.146 -0.578 0.446 0.033 -0.440
C 3.266 0.042 1.047 0.324 0.065 0.036 -0.527
Cl 0.435 7.847 -0.553 0.064 0.253 0.012 -0.272
Na 0.453 0.376 -1.027 0.528 -0.618 0.437 0.957
O -0.628 2.133 -1.142 -0.054 -0.038 0.001 -0.082
C -1.847 1.064 4.825 0.094 -0.365 0.372 -0.820
H 5.080 0.243 -3.990 0.093 -0.141 0.011 0.407
H -3.061 -4.603 1.599 -0.037 0.006 0.051 0.257
C 0.012 5.592 -2.004 -0.019 0.082 0.296 -0.932
H 0.128 6.216 -2.879 -0.042 0.067 -0.033 0.431
H -1.343 -0.653 5.998 -0.063 -0.040 0.036 0.410
C -0.311 -1.622 -3.518 -0.027 -0.246 -0.113 -0.526
```
Positions in Å, forces in eV/Å.

[3]
Computed, not measured: C30H32BClO2S as an isolated structure in a non-equilibrium geometry, with ωB97M-V with the def2-TZVPD basis set.

ΔE to the lowest compared entry with this formula, charge and spin: 501.5 kJ/mol
Charge: 0

The geometry in XYZ format:
```
67
Properties=species:S:1:pos:R:3:forces:R:3:mulliken_charge:R:1
H -1.283 2.430 -2.407 -0.087 0.023 0.092 0.521
H 1.147 -2.163 3.038 0.127 0.079 0.092 0.398
H -2.018 -2.321 -2.388 -0.098 0.134 0.200 0.510
H -3.619 1.497 0.344 -0.024 -0.318 0.077 0.258
C -1.528 2.809 -1.420 0.505 0.594 1.113 -1.099
C 2.277 -1.225 1.454 0.750 0.522 0.701 0.796
C -2.615 -0.443 0.602 0.506 -0.212 -0.017 1.726
C 0.845 -3.530 -0.832 -0.218 0.377 0.260 -0.308
H 2.989 2.878 1.902 -0.130 -0.270 -0.221 0.433
C -2.286 3.995 -1.175 -0.371 -0.510 0.566 -0.890
C -2.190 -2.228 -1.307 -0.235 -0.317 -0.041 -1.821
C 1.232 -1.468 0.489 0.713 -1.316 0.978 0.099
C 2.740 1.927 -1.359 -0.233 0.040 0.214 -1.091
H -2.594 6.117 1.091 -0.276 -0.054 -0.030 0.263
H 3.637 -0.146 0.159 0.024 -0.241 0.509 0.239
C 2.547 2.460 0.995 -0.456 -0.221 0.436 -1.172
C 2.543 -1.963 -1.594 -0.546 -0.972 -0.077 -0.039
C -3.518 -0.225 -1.872 -0.282 0.045 -0.049 -1.884
H -3.731 -2.204 1.119 0.005 -0.161 0.063 0.369
H 3.023 -2.145 4.683 0.046 0.246 -0.489 0.378
C -2.822 -1.689 1.434 -0.186 -0.209 0.139 -1.740
C 2.105 -1.717 2.782 -0.006 0.280 -0.638 -0.734
C -3.691 0.576 0.934 -0.448 0.163 -0.232 -2.134
H -1.273 -2.600 -0.844 -0.476 0.069 0.108 0.115
H -1.963 -2.364 1.345 -0.265 0.081 0.015 0.200
H -3.918 5.061 1.614 0.112 0.034 -0.125 0.337
H 5.222 -1.132 4.040 -0.179 -0.012 -0.112 0.395
C 2.833 -2.816 -2.659 -0.025 0.048 0.242 -0.942
C -2.574 4.207 0.166 1.330 -0.203 -0.975 0.683
H 2.305 -4.638 -3.698 -0.005 0.108 0.225 0.379
C 4.556 -0.563 2.060 -0.179 -0.344 0.258 -1.129
C 1.458 1.372 -1.325 0.729 0.295 -0.776 -0.289
H -3.610 0.855 1.988 0.088 -0.078 -0.113 0.443
C 3.296 2.475 -0.188 -1.077 -0.454 -0.445 0.233
H 0.541 -5.285 -2.051 0.200 0.241 0.095 0.416
C 1.102 -4.358 -1.921 0.605 0.314 -0.035 -0.875
C -2.414 -0.756 -0.970 0.208 -0.120 -0.046 2.035
B -0.761 0.550 -0.157 1.998 3.558 0.325 1.184
C 0.654 1.398 -0.158 -0.572 -3.340 0.528 0.806
O -1.347 0.096 1.037 0.030 -1.162 -0.086 -0.882
C 2.107 -4.004 -2.835 -0.332 0.206 0.144 -0.521
H 3.641 -2.555 -3.358 -0.477 -0.128 0.339 0.419
H -3.059 -2.862 -1.052 0.422 0.219 -0.012 0.344
C -1.084 2.176 -0.258 -2.495 2.503 -0.996 0.590
H -3.988 5.818 0.016 0.248 -0.150 0.119 0.365
H -3.640 0.858 -1.787 0.017 -0.115 0.039 0.300
H -4.467 -0.711 -1.609 0.091 0.142 -0.100 0.348
Cl 4.889 3.111 -0.197 0.237 0.135 -0.023 -0.217
S -1.652 3.092 1.137 -0.342 0.113 -0.753 -0.192
H -2.620 4.663 -1.960 -0.242 -0.105 0.034 0.405
H 1.045 0.916 -2.228 0.149 0.148 0.214 0.413
C 3.156 -1.702 3.687 0.399 0.040 0.065 -0.753
H 3.093 -1.047 -1.475 -0.040 0.140 -0.131 0.294
C 4.399 -1.142 3.330 -0.546 0.123 -0.276 -0.471
H 3.325 1.942 -2.278 -0.127 -0.135 0.190 0.397
H -3.295 -0.462 -2.926 0.008 0.061 0.429 0.409
H -2.938 -1.405 2.486 0.066 -0.048 -0.175 0.404
H 5.503 -0.091 1.789 -0.342 -0.120 0.068 0.422
C 3.515 -0.619 1.139 0.146 -0.111 -0.218 0.524
H 0.139 -3.863 -0.053 0.313 0.268 -0.520 0.409
H -4.685 0.148 0.785 -0.021 -0.010 -0.084 0.432
C 1.291 1.867 1.022 0.504 0.547 0.363 -0.237
O -1.175 -0.108 -1.313 -0.080 -0.773 -0.130 -0.502
H 0.247 -1.595 0.935 0.025 0.145 -0.155 -0.436
H 0.763 1.770 1.969 0.121 0.128 -0.102 0.537
C 1.507 -2.281 -0.667 0.741 -0.262 -1.331 1.497
C -3.313 5.359 0.751 -0.045 0.298 0.271 -1.366
```
Positions in Å, forces in eV/Å.

Going through the records in order, we get E values of -3452.04580 -3103.42804 -2195.97246 Ha.
Going through the records in order, we get LUMO energy values of -1.18 1.94 -2.44 eV.